# 1
Here is a cluster of 2 separate species, C2H4O3P in total from the Open Molecules 2025 dataset. Energies are from ωB97M-V/def2-TZVPD.

The geometry in ORCA input format:
```
! wB97M-V def2-TZVPD RIJCOSX def2/J DEFGRID3
* xyz -1 1
O 0.1397 3.4988 -0.1440
O 1.0943 -1.2948 -1.8177
C -0.5076 -0.9553 0.4422
H -0.8918 -1.9830 0.5707
O 2.1967 -1.5917 0.4144
P 1.1515 -0.9481 -0.3897
H -0.6391 -0.1700 1.1075
H -1.1979 -0.7280 -0.3590
H -1.2050 1.8367 0.0637
C -0.1408 2.3353 0.1120
*
```

As for the relative energy (zero: lowest compared OMol25 entry of this formula, charge and spin): 88.06 kcal/mol. The electronic energy comes out at -17569.4148 eV. For the HOMO energy (spin up / spin down), the calculation gives -1.964 / -4.121 eV. As for the HOMO-LUMO gap (spin up / spin down): 5.2 / 7.9 eV.



# 2
Here is a cluster of 2 separate species, C4H12N2Si2 in total from the Open Molecules 2025 dataset. Energies are from ωB97M-V/def2-TZVPD.

The geometry in ORCA input format:
```
! wB97M-V def2-TZVPD RIJCOSX def2/J DEFGRID3
* xyz 0 1
H 2.1816 -1.1487 -0.2561
H -1.3363 1.8565 1.6438
C -0.5967 0.7230 5.1394
H 2.8141 0.8221 -2.8211
C -1.0218 1.2283 3.7891
Si 0.7283 -0.0276 -3.6043
H 0.4179 0.6951 5.0153
H -1.5513 -1.8192 -1.0577
H -0.8983 -2.6579 -2.3902
N -0.0017 -0.5853 -2.0268
N 1.9440 0.4585 -2.6107
Si 1.3255 -0.0971 -1.0568
H 0.0697 1.0467 -4.3616
C -1.0854 -1.5752 -1.9894
H -1.9069 -1.3029 -2.7417
H -0.9919 1.3853 5.9465
H 1.1241 1.0696 -0.0410
H -0.8123 -0.3593 5.3531
C -1.3195 1.5517 2.6696
H 0.9171 -1.2634 -4.5993
*
```

As for the relative energy (zero: lowest compared OMol25 entry of this formula, charge and spin): 35.12 kcal/mol. The electronic energy comes out at -23076.4681 eV. For the HOMO energy, the calculation gives -8.924 eV. As for the HOMO-LUMO gap: 9.5 eV.



# 3
Here is a structure of composition C32H26BrClNO5PTi from the Open Molecules 2025 dataset. Energies are from ωB97M-V/def2-TZVPD.

The geometry in ORCA input format:
```
! wB97M-V def2-TZVPD RIJCOSX def2/J DEFGRID3
* xyz 1 2
C -2.4872 -3.5373 -0.7874
H 5.6054 -0.5417 -4.5387
H 4.8331 -2.6704 -3.7416
H 5.3234 1.0743 1.0628
H -0.8303 3.0862 -1.6350
H 2.0448 1.1729 3.2326
C 5.0848 -0.9514 -2.5099
H -1.3146 -1.8877 1.9289
C -6.4329 1.5065 2.6126
N -0.0750 1.1685 -1.6086
C 4.8650 1.5087 0.1749
H 5.2304 2.5249 0.0534
H -1.1976 -0.2686 5.5942
C 0.5232 0.4086 4.5009
O 5.2520 0.8030 -1.0136
C 3.3535 1.5346 0.3056
H 3.8518 -3.2546 0.4129
C -1.6668 0.1996 3.5550
C -1.3957 2.0120 -3.4110
C -2.2946 -0.9534 0.2621
C 1.0050 0.8786 3.2853
H -2.5708 -4.5396 -1.1874
C 4.3050 -3.0736 -1.6963
C -2.9974 -2.4585 -1.4986
C 4.7563 -2.2569 -2.7455
C -1.2903 0.7961 -4.0702
C -3.9166 0.9999 1.5247
H -3.4819 -2.6176 -2.4539
H -2.7167 -0.0494 3.6594
C 4.1896 -2.5885 -0.3686
C 4.9326 -0.4521 -1.1660
H 4.8733 0.8228 -3.6694
H -3.3012 -0.3361 -1.5321
H 1.1936 0.3262 5.3478
Br 0.8747 -1.4285 -1.3871
C -4.3048 2.3033 1.8342
C -4.8055 -0.0470 1.7590
O 0.0673 3.3762 0.6521
C -2.8974 -1.1776 -0.9768
C -0.8157 0.0759 4.6417
H -4.5221 -1.0649 1.5229
H -6.7436 -0.6114 2.4759
P -2.2323 0.7828 0.8493
C -1.7849 -2.0417 0.9653
H 4.3961 -0.9112 0.9000
H -0.4965 -1.2072 -3.9342
C -0.7790 2.1605 -2.1890
C -6.0595 0.2083 2.2980
C -0.5833 -0.2328 -3.4780
Ti 0.9020 1.8266 0.3256
C 4.4933 -1.2933 -0.1057
H -3.6213 3.1244 1.6475
H -1.9505 2.8370 -3.8330
O 2.6340 1.0311 -0.6045
H -7.4104 1.7020 3.0338
O 2.8478 2.0550 1.3146
H 6.5362 0.3762 -3.3397
C -5.5527 2.5549 2.3826
O 1.1121 3.5189 -0.3316
C -1.1788 0.6513 2.3308
H -1.4931 -4.1644 1.0068
C -1.8820 -3.3253 0.4430
C 5.5520 -0.0275 -3.5830
Cl 3.8802 -4.6770 -2.0142
C -0.0017 0.0063 -2.2450
H -5.8409 3.5696 2.6238
H -1.7649 0.6451 -5.0308
C 0.1716 1.0184 2.1666
*
```

As for the relative energy (zero: lowest compared OMol25 entry of this formula, charge and spin): 67.65 kcal/mol. The electronic energy comes out at -160295.2600 eV. For the HOMO energy (spin up / spin down), the calculation gives -10.006 / -10.006 eV. As for the HOMO-LUMO gap (spin up / spin down): 6.7 / 3.1 eV.



# 4
Here is a cluster of 9 separate species, C57H127N5O9 in total from the Open Molecules 2025 dataset. Energies are from ωB97M-V/def2-TZVPD.

The geometry in ORCA input format:
```
! wB97M-V def2-TZVPD RIJCOSX def2/J DEFGRID3
* xyz 0 1
H -2.2008 -8.3796 3.6986
H 5.1640 2.2567 -3.4199
H 2.6568 2.6479 -0.8562
H 1.1724 3.3369 -2.7917
H 2.4134 0.0717 -0.1206
C -0.8567 -3.4183 5.6169
H -1.7950 -3.7088 -5.5230
C -3.4817 -5.7020 -0.5089
H 0.0860 2.8274 4.2549
C 1.4704 -5.3624 -3.1098
H -0.4629 2.8959 -2.8769
H 2.3708 7.1256 -3.0950
O -4.0330 -5.4308 -2.8264
C 0.2723 -4.9415 3.0017
H 0.2460 5.5305 0.6319
H -1.7894 -3.4847 6.1384
C -0.6941 -3.7028 -5.7602
H 4.5776 5.5663 0.8158
H -3.2803 -4.8672 -2.9719
H 0.9376 7.9226 -3.6231
H -5.5013 4.7709 1.8879
H -3.9595 -3.5731 1.3441
O 6.7259 3.9243 -1.0549
C -0.4026 -2.7004 -3.5035
H -2.4918 -4.7540 3.5824
H 4.0125 5.8885 -1.8841
H 0.4727 -5.3029 7.5470
H 0.2836 -2.2722 -2.7534
C -1.4571 0.2576 1.3286
C 0.2275 -3.6617 -4.5616
H -3.3376 -6.2038 3.4080
H 1.3887 3.0372 0.1721
H -2.1382 9.3619 -1.2898
N -4.4648 -5.2447 -1.4765
H -0.3494 -4.1204 2.7195
H -7.0578 -4.4132 -2.2475
H -4.1173 -7.7522 -0.8501
C -0.5470 8.8228 0.0142
C 1.0303 2.8756 4.7258
H 1.3146 -2.0492 -4.9931
C 0.0815 -4.7065 5.5651
H -1.7903 1.0902 1.9816
H -2.6400 9.4105 0.4326
C -3.1924 -7.1460 -0.8880
C 1.6677 4.2369 4.2688
H -1.0584 -6.2302 -4.0688
H 1.5049 5.2550 6.2394
C -4.1462 -5.6951 0.8602
H -2.7486 -7.1523 -1.8952
H -5.5137 2.1314 -0.0569
H -2.0428 -4.4612 -1.3982
H 0.3367 -7.0367 3.3899
C 1.3456 -4.7680 -1.7204
H 1.8953 -7.3344 -3.9290
H -2.2807 2.7793 0.5291
O 0.4758 10.1842 -1.6102
C -0.2668 0.3087 0.4503
H -3.2978 -2.7479 -0.7842
C -1.3593 -6.4447 4.3936
H 2.5993 -2.8005 -3.0552
H 7.3480 2.2649 -2.5823
H -0.9240 -8.5777 4.8231
H -0.7702 9.8306 1.9554
C 2.6852 -3.3561 -3.9930
C -0.1546 -1.0914 -0.1541
H 6.1921 5.8330 -0.7007
H 0.2915 6.2708 -1.7471
O 5.2512 1.3967 -1.5993
H 1.8747 0.0478 -1.8864
H 0.2230 3.8548 -1.4606
H -0.9602 -6.5854 2.3176
H -4.9572 -6.3862 0.8779
H 0.6836 8.8414 1.9595
C -4.1699 -2.6529 -1.4287
H 0.1432 5.3975 5.1738
H 5.8095 4.3666 1.2761
H -5.2241 -4.4272 2.1915
C -0.8769 7.4457 0.3515
C 0.3619 6.5810 0.3812
H 1.8134 5.9815 -1.1263
H 5.3356 5.2827 -2.7936
H 5.2264 0.2298 -4.7313
H 0.4030 -4.9051 -1.1789
H 3.0646 1.1815 1.1250
C 5.5404 1.3324 -2.9966
H -3.7831 -2.6940 -2.4510
O 1.1754 4.4128 3.0054
C 1.5216 -6.9152 -3.0162
H 1.7393 -5.4125 4.2808
H -6.0759 2.3443 1.6695
O -1.5765 -5.9707 6.7118
O -1.4533 0.7782 -1.4482
H 3.4829 7.7749 -0.8257
C 0.9845 6.6593 -1.0380
O -3.1622 2.9380 0.2278
H 0.9214 -5.0971 2.1409
H -2.1427 1.4553 -1.4740
H -3.7169 2.8614 2.2180
H 4.3172 3.7661 0.5753
H -3.2673 -5.5384 5.0556
H -0.4586 -4.6053 -6.2790
H 1.9188 -3.4237 -5.9131
H -3.9054 5.2998 1.2036
H -1.2814 -5.5608 -0.3579
H 2.9975 9.4706 -0.7535
C 1.5198 -3.0907 -4.9467
H -0.2661 -2.6574 6.1468
H 4.2399 4.1240 -2.1440
C -4.1126 3.1508 1.2542
H -6.1714 -2.9328 0.3750
H -0.4439 -2.9024 -6.4216
C -2.1748 -4.9477 -0.4440
H 2.7993 4.1228 4.2927
H -0.9625 -1.8864 -4.0339
H 2.2546 -7.1325 -2.2705
H -1.2476 -3.0849 -2.8859
H 1.1199 -0.0802 2.0643
H 0.6694 1.6389 1.7439
C 2.7698 -4.8553 -3.8104
C 0.9728 -4.6297 4.3060
C 0.7522 1.7500 -1.4641
H 0.0343 10.3197 -2.4588
C -5.1395 -3.8879 -1.2781
H -2.0212 -4.0957 0.2734
C -2.6718 -5.6926 4.1218
C 7.0278 1.3592 -3.0981
H -1.5897 -6.8963 7.0944
H -4.6717 -1.6921 -1.3312
H -1.7204 10.6998 -0.2294
C -5.2344 2.1625 1.0017
C 5.6764 4.8913 -0.7456
H -2.5071 -8.0004 5.3496
H 6.2676 3.0353 -1.0213
H -1.4635 -0.6623 1.9352
H 2.4102 8.4367 0.4364
H -3.4110 -6.0216 1.6331
C 4.7514 5.0565 -1.9161
H 0.7632 -1.3547 -0.6446
H 4.4976 0.8232 -1.3875
C -4.7155 4.5920 1.1755
H -2.3557 0.1586 0.7639
C -4.7620 -4.3369 1.2293
C 1.7589 8.0596 -2.9255
H -5.6857 -3.7433 -3.2518
H -6.4510 -4.6972 0.1369
C 2.1919 0.9699 0.4867
O -0.8046 -5.4662 -3.5027
H 1.0653 7.0504 1.0333
N 0.2203 8.8911 -1.1872
H 2.3742 8.8940 -3.1699
C 1.2315 5.3385 5.1792
H 1.1050 5.3399 2.7193
H -1.0310 -1.3269 -0.7736
C -1.7430 -7.9250 4.6036
H 7.3906 0.5059 -2.5513
H 0.8612 2.8322 5.7678
N -0.5803 -6.0018 5.6105
N 0.4137 -5.0516 -4.0319
C 2.6720 8.4833 -0.6419
C -1.8338 9.6149 -0.2911
C 1.3984 8.0545 -1.4228
H 1.4821 -3.6100 4.2316
H 1.5675 1.9795 4.3882
H 1.5982 6.3680 4.9125
H 0.6000 -7.3932 -2.7175
H -2.4955 -7.6148 -0.1617
C 4.9074 0.1500 -3.6939
C 1.7689 2.1515 -0.4021
H 2.8756 -5.4250 -4.7361
C 0.9637 -4.6760 6.7891
H 7.4044 1.3790 -4.1077
H -6.6552 -2.6396 -2.3706
H 0.3564 0.0245 -2.6848
H 1.5500 -3.7218 -1.5902
H -4.8027 1.1528 1.1164
C -0.4155 -6.2801 3.2045
H -1.3938 7.3941 1.3087
H -0.2096 -1.8192 0.6981
H 1.1578 -3.6963 7.2521
C 0.9549 0.6821 1.2976
C -6.2359 -3.6720 -2.3352
H 1.6347 1.1063 -3.3024
H 3.6398 -2.9408 -4.3913
H 5.1712 -0.8491 -3.2882
H -5.1674 4.7015 0.1920
H 1.9178 -5.2157 6.6378
H -1.0067 -3.0184 4.6110
C 5.0710 4.6472 0.5843
H 2.0687 -5.1858 -1.0138
C 0.3688 3.0426 -2.1702
C -5.6936 -3.8758 0.1570
N -0.5099 1.3498 -0.5947
C 1.2065 0.6373 -2.3985
C 0.0489 9.4889 1.3065
H 3.8218 0.2171 -3.7457
H 0.6053 10.3606 1.0542
H 3.5541 -5.1518 -3.1667
H -1.5663 7.0028 -0.4032
*
```

Its SMILES is CC1(C)CCCC(C)(C)N1O.CC1(C)CCCC(C)(C)N1O.CC1(C)CCCC(C)(C)N1O.CC1(C)CCCC(C)(C)N1O.CC1(C)CCCC(C)(C)N1O.CC(C)O.CC(C)O.CC(C)O.CC(C)O. As for the relative energy (zero: lowest compared OMol25 entry of this formula, charge and spin): 58.64 kcal/mol. The electronic energy comes out at -87038.6886 eV. For the HOMO energy, the calculation gives -8.425 eV. As for the HOMO-LUMO gap: 8.8 eV.



> What is the formula in the second record?

C4H12N2Si2